(1)
C7H10N4S2 | ωB97M-V/def2-TZVPD

Output
- Relative energy (zero: lowest compared OMol25 entry of this formula, charge and spin): 0.0 kcal per mole

Atoms and positions in Å:
C  1.105  -2.593  -0.599
N  -0.146  -1.935  -0.764
C  -0.288  -0.830  -0.206
C  -1.321  0.118  -0.222
N  -1.142  1.394  -0.031
C  -2.326  2.010  0.227
C  -3.468  1.240  0.241
S  -2.950  -0.373  -0.151
N  1.068  -0.150  0.575
C  0.725  0.391  1.911
C  1.846  0.417  -0.402
N  1.492  0.374  -1.680
S  3.230  1.279  -0.011
H  1.643  -2.134  0.234
H  1.767  -2.530  -1.571
H  0.960  -3.677  -0.488
H  -2.246  3.033  0.343
H  -4.564  1.507  0.167
H  1.585  0.710  2.420
H  -0.037  1.247  1.775
H  0.380  -0.500  2.519
H  0.507  0.188  -2.031
H  2.181  0.814  -2.255

Atoms 1-2, force components in eV/Å:
C 1.8 -1.1 -1.5
N -1.0 0.4 -0.1

Results of the Mulliken charge analysis, in e, for atoms 1 through 4: -0.86 -0.51 0.26 0.59

---

(2)
ClNO4S2 | ωB97M-V/def2-TZVPD

Output
- Total energy: -43868.35532 eV

Atoms and positions in Å:
N  -0.237  1.266  -0.392
O  -2.693  0.859  -0.099
O  -1.066  -1.044  0.119
O  1.223  -0.643  1.438
O  1.437  -1.229  -0.988
S  -1.370  0.336  -0.103
S  1.409  -0.295  0.077
Cl  3.068  0.846  -0.036

Atoms 1-2, force components in eV/Å:
N 2.9 -1.1 0.5
O 0.0 -0.3 0.0

Results of the Mulliken charge analysis, in e, for atoms 1 through 4: -0.36 -0.45 -0.43 -0.38